A cluster of 10 separate species, C22H52N16O6 in total. Source: OMol25; level of theory: wB97M-V/def2-TZVPD.

```
96
Properties=species:S:1:pos:R:3:mulliken_charge:R:1
N -4.965 -1.138 -1.670 -0.410
C -3.678 -0.776 -1.795 0.312
N -3.419 0.544 -1.531 0.052
O -2.779 -1.589 -2.143 -0.681
H -5.356 -2.098 -1.783 0.248
H -5.779 -0.485 -1.689 0.203
H -4.080 1.163 -1.074 0.012
H -2.424 0.748 -1.456 -0.007
N -2.488 3.577 -2.313 -0.166
C -3.624 3.499 -1.570 0.521
N -4.799 3.985 -2.148 -0.553
O -3.558 3.211 -0.365 -0.554
H -2.407 3.760 -3.298 0.213
H -1.652 3.123 -1.926 0.031
H -4.923 3.858 -3.151 0.230
H -5.742 3.811 -1.741 0.279
N -0.685 -0.263 -5.538 -0.366
C 0.053 0.907 -5.169 0.503
N 1.445 0.757 -5.128 -0.417
O -0.562 1.991 -5.041 -0.669
H -0.140 -0.918 -6.141 0.245
H -1.632 -0.135 -5.858 0.228
H 1.922 1.622 -4.943 0.247
H 1.844 -0.059 -4.685 0.272
N 4.006 2.687 -2.073 -0.433
C 2.884 2.569 -1.311 0.419
N 1.963 3.639 -1.322 -0.412
O 2.900 1.622 -0.537 -0.661
H 4.818 2.100 -1.929 0.231
H 4.084 3.504 -2.672 0.165
H 2.197 4.242 -2.106 0.226
H 0.986 3.389 -1.047 0.302
N 0.894 -0.375 -2.161 0.938
C 1.065 -1.499 -2.859 0.040
N 0.003 -2.365 -2.903 -0.113
O 2.090 -1.803 -3.422 -0.752
H 1.637 0.285 -2.113 -0.154
H 0.072 -0.126 -1.662 -0.410
H 0.149 -3.032 -3.633 0.255
H -0.964 -2.179 -2.583 0.258
N 0.727 0.984 0.915 0.695
C -0.191 1.951 0.633 0.238
N -0.880 2.620 1.595 -0.154
O -0.358 2.334 -0.557 -0.865
H 0.826 0.654 1.876 -0.162
H 1.582 1.065 0.398 0.034
H -0.708 2.632 2.569 0.232
H -1.395 3.392 1.100 0.245
C -1.902 -3.194 0.539 -1.556
C -0.991 -2.032 0.570 1.811
C 0.490 -2.429 0.657 0.467
C 0.885 -3.025 1.991 -0.167
N 1.189 -3.471 3.050 -0.726
H -2.907 -2.825 0.608 0.295
H -1.742 -3.849 1.411 0.462
H -1.858 -3.801 -0.436 0.244
H -1.220 -1.355 1.436 -0.111
H -1.054 -1.484 -0.402 -0.811
H 1.231 -1.677 0.324 -0.481
H 0.656 -3.236 -0.070 0.559
C 5.811 -3.433 0.374 -1.325
C 4.556 -2.694 0.770 0.141
C 4.396 -1.371 -0.042 0.976
C 5.499 -0.434 0.113 0.084
N 6.346 0.297 0.325 -0.594
H 5.993 -4.364 0.903 0.406
H 6.675 -2.815 0.571 0.343
H 5.684 -3.634 -0.680 0.320
H 4.479 -2.342 1.796 -0.015
H 3.651 -3.238 0.456 0.183
H 3.513 -0.810 0.282 -0.810
H 4.272 -1.607 -1.089 0.363
C -4.520 -1.012 2.712 -1.534
C -3.619 0.142 2.257 0.884
C -4.245 1.570 2.072 0.095
C -5.487 1.675 1.309 -0.014
N -6.331 1.840 0.536 -0.624
H -5.242 -0.753 3.492 0.412
H -3.882 -1.926 2.999 0.297
H -5.106 -1.274 1.864 0.390
H -3.002 -0.146 1.413 -0.615
H -2.915 0.324 3.064 0.285
H -3.562 2.289 1.565 -0.115
H -4.456 1.909 3.051 0.636
C 3.752 -0.283 4.278 -1.117
C 2.930 -0.326 5.562 -0.432
C 1.457 -0.606 5.190 0.004
C 0.773 0.449 4.527 0.260
N 0.086 1.275 4.088 -0.623
H 3.571 0.552 3.623 0.332
H 3.705 -1.220 3.717 0.152
H 4.795 -0.070 4.456 0.454
H 3.126 0.565 6.122 0.358
H 3.316 -1.251 6.107 0.289
H 0.830 -0.858 6.035 0.379
H 1.410 -1.427 4.469 -0.145
```

Net charge = 0
Structure (SMILES) = NC(N)=O.NC(N)=O.NC(N)=O.NC(N)=O.NC(N)=O.NC(N)=O.CCCC#N.CCCC#N.CCCC#N.CCCC#N


A cluster of 4 separate species, C22H52N4O13P3S in total. Source: OMol25; level of theory: wB97M-V/def2-TZVPD.

```
95
Properties=species:S:1:pos:R:3:mulliken_charge:R:1
C 3.913 -1.758 2.589 -0.041
N 3.678 -1.573 4.096 -0.278
N 3.425 -0.194 4.256 -0.207
C 3.471 0.571 2.951 0.272
S 3.135 2.436 2.720 -0.073
C 1.621 2.668 1.602 0.018
C 0.340 1.728 2.018 0.640
C -0.709 2.479 3.083 -0.540
C -2.223 1.832 3.051 -0.430
C -2.587 0.881 4.342 -0.860
C -1.571 -0.413 4.532 -0.012
C -2.234 -1.815 4.003 -0.835
N -1.387 -2.532 2.931 0.083
C -2.129 -3.805 2.603 -0.485
C -1.631 -4.501 1.202 -0.586
N -1.971 -3.507 0.091 -0.340
C -1.011 -2.360 0.297 -0.647
C -1.079 -1.633 1.760 0.756
O 3.783 -0.435 1.921 -0.142
H 4.129 -2.809 2.064 0.342
H 1.957 2.310 0.517 -0.194
H 1.287 3.795 1.509 0.353
H 0.716 0.774 2.581 -0.742
H -0.264 1.331 1.068 0.197
H -0.742 3.601 2.737 0.200
H -0.263 2.489 4.184 0.262
H -2.474 1.320 2.003 0.253
H -2.971 2.761 3.111 0.307
H -3.688 0.451 4.180 0.287
H -2.620 1.510 5.354 0.350
H -1.425 -0.527 5.712 0.417
H -0.501 -0.221 4.096 0.034
H -3.364 -1.688 3.665 0.433
H -2.264 -2.571 4.926 0.319
H -0.492 -2.779 3.412 0.500
H -2.059 -4.600 3.484 0.361
H -3.276 -3.540 2.483 0.305
H -2.161 -5.534 1.018 0.315
H -0.456 -4.709 1.242 0.274
H -2.970 -3.209 0.126 0.331
H -1.314 -1.528 -0.503 0.330
H 0.120 -2.631 0.025 0.209
H -1.851 -0.754 1.732 -0.340
H 0.013 -1.192 1.961 -0.379
C 3.317 0.909 -1.783 -0.677
O 2.240 0.337 -2.504 -0.156
P 1.879 1.193 -3.963 1.004
O 0.915 2.081 -3.166 -0.613
O 1.049 -0.101 -4.565 -0.319
C 1.105 -1.387 -3.987 -0.328
O 1.517 2.050 -5.422 -0.473
C 0.158 2.306 -5.745 -0.450
H 3.484 0.321 -0.877 0.105
H 4.221 0.887 -2.394 0.327
H 3.080 1.940 -1.501 0.310
H 0.564 -1.397 -3.037 0.022
H 2.140 -1.711 -3.850 0.297
H 0.615 -2.092 -4.663 0.295
H -0.270 3.046 -5.064 0.163
H -0.437 1.390 -5.731 0.254
H 0.123 2.719 -6.757 0.255
C -3.586 8.223 2.972 -0.717
O -2.500 8.429 2.085 -0.275
P -2.580 7.422 0.681 0.923
O -1.796 6.349 1.444 -0.521
O -1.520 8.396 -0.127 -0.261
C -1.149 9.678 0.332 -0.566
O -2.661 6.416 -0.724 -0.490
C -1.477 5.772 -1.171 -0.283
H -3.466 8.886 3.833 0.254
H -4.523 8.462 2.467 0.323
H -3.601 7.186 3.320 0.270
H -0.504 9.592 1.211 0.258
H -2.031 10.286 0.553 0.254
H -0.582 10.177 -0.457 0.255
H -1.177 4.983 -0.477 0.075
H -0.660 6.484 -1.308 0.285
H -1.689 5.307 -2.138 0.207
C 0.228 -5.116 -2.099 -0.761
O 0.554 -6.030 -3.131 -0.360
P 2.204 -6.544 -3.077 1.130
O 2.572 -5.353 -3.970 -0.602
O 1.870 -7.852 -4.028 -0.285
C 0.557 -8.279 -4.315 -0.547
O 3.855 -7.059 -3.022 -0.484
C 4.591 -7.122 -4.234 -0.493
H -0.823 -4.833 -2.199 0.317
H 0.378 -5.590 -1.128 0.291
H 0.848 -4.218 -2.177 0.299
H 0.072 -7.575 -4.997 0.240
H -0.027 -8.398 -3.398 0.247
H 0.609 -9.250 -4.812 0.262
H 4.792 -6.119 -4.620 0.209
H 4.073 -7.719 -4.988 0.267
H 5.552 -7.600 -4.022 0.246
```

Net charge = +1


A structure of composition C22H52N4O8P2S2. Source: OMol25; level of theory: wB97M-V/def2-TZVPD.

```
90
Properties=species:S:1:pos:R:3:mulliken_charge:R:1
C 2.180 2.516 0.894 -0.922
C 1.510 1.022 0.866 -0.315
P 0.399 0.630 -0.618 -0.166
C 1.219 0.879 -2.308 0.194
C 2.112 2.239 -2.487 -1.002
C -1.362 1.330 -0.488 0.439
P -1.923 1.109 1.368 0.037
N -1.452 -0.495 1.993 -0.392
O -1.107 2.317 2.384 -0.635
C -1.516 2.934 -0.790 -0.784
C -1.372 3.380 -2.355 -0.401
O -1.919 2.439 -3.342 -0.395
S -3.243 1.551 -2.726 1.313
O -3.890 0.723 -3.866 -0.645
O -4.388 2.484 -2.171 -0.631
C -2.507 0.460 -1.343 -0.216
S -3.984 -0.004 -0.250 -0.054
C -1.933 -0.930 -1.987 -0.612
C -1.707 -2.147 -0.861 -0.207
N -0.476 -2.772 -0.883 -0.646
H 1.590 3.321 0.272 0.194
H 3.251 2.411 0.376 0.250
H 2.427 2.882 2.003 0.257
H 0.997 0.846 1.921 0.293
H 2.417 0.246 0.838 0.386
H 1.888 -0.078 -2.549 0.012
H 0.368 0.915 -3.122 0.283
H 2.060 2.524 -3.644 0.268
H 1.690 3.181 -1.905 0.249
H 3.208 2.027 -2.132 0.184
H -2.149 -1.226 1.734 0.160
H -0.472 -0.761 1.754 0.336
H -0.424 2.815 1.846 0.295
H -0.697 3.545 -0.187 0.297
H -2.562 3.264 -0.351 0.416
H -2.002 4.387 -2.476 0.341
H -0.283 3.651 -2.704 0.166
H -4.717 -1.031 -0.923 0.222
H -2.797 -1.350 -2.696 0.544
H -0.998 -0.798 -2.699 0.245
H -2.533 -2.505 -0.110 0.431
H 0.118 -2.347 -1.637 0.266
C -4.331 1.356 8.094 -0.723
O -4.149 0.008 7.683 -0.327
C -5.374 -0.736 7.639 -0.819
C -5.749 -1.070 6.184 -0.153
N -6.166 0.130 5.453 -0.320
C -6.287 -0.078 4.007 -1.116
C -4.998 -0.428 3.235 -0.031
O -4.042 0.632 3.193 -0.270
C -3.178 0.690 4.322 -0.409
H -3.344 1.798 8.255 0.236
H -4.838 1.933 7.317 0.306
H -4.893 1.412 9.029 0.345
H -6.191 -0.223 8.159 0.397
H -5.185 -1.676 8.170 0.389
H -6.570 -1.797 6.185 0.398
H -4.877 -1.535 5.717 0.159
H -5.486 0.870 5.613 0.089
H -6.683 0.857 3.590 0.391
H -7.042 -0.849 3.817 0.454
H -5.286 -0.606 2.191 0.090
H -4.539 -1.362 3.578 0.355
H -2.977 -0.296 4.749 0.297
H -3.598 1.357 5.076 0.013
H -2.229 1.125 3.999 0.238
C 3.711 -2.740 -2.612 -0.738
O 3.858 -1.726 -3.597 -0.398
C 4.585 -0.584 -3.125 -0.538
C 5.955 -0.492 -3.820 -0.253
N 6.854 -1.559 -3.367 -0.362
C 8.072 -1.679 -4.174 -0.686
C 7.900 -2.083 -5.653 -0.473
O 7.420 -3.415 -5.838 -0.429
C 6.003 -3.541 -5.789 -0.526
H 3.015 -3.490 -2.997 0.229
H 4.667 -3.231 -2.415 0.348
H 3.301 -2.332 -1.684 0.325
H 4.684 -0.577 -2.034 0.408
H 3.997 0.296 -3.406 0.173
H 6.406 0.481 -3.595 0.397
H 5.783 -0.551 -4.898 0.190
H 6.359 -2.447 -3.402 0.080
H 8.692 -2.444 -3.689 0.367
H 8.633 -0.740 -4.119 0.400
H 8.898 -2.064 -6.110 0.357
H 7.301 -1.363 -6.222 0.336
H 5.488 -2.650 -6.158 0.270
H 5.687 -3.775 -4.772 0.163
H 5.718 -4.389 -6.418 0.319
```

Net charge = 0


no.,lowest unoccupied orbital energy (eV),HOMO energy (hartree),molecular weight (g mol⁻¹)
1,0.5,-0.3520,636.76
2,-4.7,-0.4062,705.66
3,0.2,-0.2912,626.76